Record 1
Below is a molecular structure, C21H43INNbO4PS in a non-equilibrium geometry, with properties calculated with ωB97M-V/def2-TZVPD.

XYZ file:
```
73
Properties=species:S:1:pos:R:3:forces:R:3:mulliken_charge:R:1
C 0.726411 1.640149 4.404236 0.2 -0.4 -0.8 -1.05
C 0.790034 2.002155 2.834269 1.5 1.2 -1.0 0.66
N 1.845143 2.742266 2.475032 -2.4 -1.7 0.7 -0.85
C -0.292046 1.530551 1.750859 1.9 -0.7 1.2 -0.47
Nb -2.360965 2.489256 2.017411 -1.1 -1.9 1.1 -0.85
S -2.707317 0.803238 3.894849 0.3 -0.3 -0.2 -0.44
C -4.373611 3.516538 2.411045 0.0 1.1 -0.1 -0.83
C -5.446700 3.427349 1.230331 -1.0 1.3 0.5 -0.12
C -5.155315 4.342788 -0.062227 -1.1 -2.3 -0.7 -0.94
I -5.025439 6.474718 0.337720 0.0 -0.8 -0.2 -0.04
C -3.141967 1.147626 0.398061 -0.7 -0.9 -1.6 -0.70
C -4.190968 0.018479 0.698880 -2.4 -3.8 -1.1 0.72
C -5.235154 -0.121393 1.820074 0.1 -1.7 -1.6 0.09
C -6.229308 -1.336307 1.939063 2.2 -0.3 -3.5 -0.68
C -6.226482 -2.464024 0.847405 2.5 3.2 0.0 -0.35
C -5.212080 -2.340164 -0.313264 0.1 2.7 2.6 -0.45
C -4.228596 -1.151469 -0.370393 -2.2 -0.6 2.0 -0.47
P -1.617199 4.311662 0.325390 1.2 1.1 0.7 0.30
O -1.722007 5.791801 1.246227 1.2 -1.4 -0.7 -0.51
O 0.080907 4.168885 -0.007769 -1.2 1.1 1.1 -0.48
H 1.782309 1.359374 4.748424 -1.4 0.5 -0.6 0.34
H 0.071543 0.718140 4.553401 0.7 1.5 0.0 0.21
H 0.378660 2.525714 5.047280 0.3 -1.4 -1.2 0.21
H 1.819859 2.900326 1.452190 -0.2 -0.2 0.6 0.29
H 0.165160 1.656565 0.712656 -0.5 -0.1 1.3 0.35
H -0.457990 0.394669 1.923164 0.1 1.7 -0.3 0.44
H -1.662293 3.577196 3.299032 0.2 0.4 0.1 0.02
H -2.314451 -0.454125 3.466216 -0.2 1.1 0.0 0.11
H -4.792204 3.181213 3.438606 0.5 0.4 -1.7 0.32
H -4.115686 4.638413 2.558748 -0.5 -1.6 -0.2 0.44
H -6.447432 3.829458 1.662537 1.4 -0.7 -0.8 0.31
H -5.682371 2.383663 0.837464 0.6 1.2 0.5 0.15
H -4.287705 3.915809 -0.689086 -1.0 1.3 1.2 0.30
H -6.083997 4.210846 -0.741946 1.5 0.5 1.1 0.46
H -3.591040 1.822752 -0.436814 0.6 -1.0 1.2 0.27
H -2.229958 0.642057 -0.113700 -1.4 0.7 0.8 0.37
H -5.263818 0.715122 2.612955 0.0 -1.7 -1.4 0.22
H -6.991825 -1.425493 2.781707 1.3 0.4 -1.2 0.30
H -6.941294 -3.356007 0.875222 1.1 1.6 0.1 0.28
H -5.190889 -3.110283 -1.149992 0.0 1.1 1.3 0.28
H -3.514814 -1.125154 -1.277197 -1.2 0.1 1.7 0.23
H -1.053799 5.756238 1.966673 -0.9 -0.1 -0.3 0.28
H 0.502728 4.645647 0.745187 0.0 -0.7 -0.7 0.28
C 3.565231 -0.589510 0.724910 0.0 0.1 0.0 -1.01
C 2.833804 -1.509616 -0.236695 0.0 0.1 0.0 0.32
O 1.907746 -0.832809 -1.076750 -0.1 -0.1 0.0 -0.43
C 2.446228 0.168803 -1.928868 0.0 0.1 -0.1 -0.23
C 3.485293 -0.357482 -2.902439 0.1 -0.1 0.0 -1.01
H 2.852735 -0.044401 1.350457 0.1 0.0 0.0 0.11
H 4.230747 -1.167409 1.372289 -0.1 0.0 0.0 0.44
H 4.170837 0.151472 0.199491 0.1 -0.1 0.0 0.27
H 2.254191 -2.235119 0.340777 -0.1 0.1 -0.1 0.38
H 3.538916 -2.091296 -0.842608 0.1 0.1 0.0 -0.28
H 2.843109 0.998074 -1.335111 0.1 0.0 0.0 0.22
H 1.604695 0.575664 -2.498320 0.0 -0.2 0.2 0.38
H 4.356344 -0.766672 -2.386458 0.0 0.0 -0.1 0.19
H 3.832429 0.443925 -3.560398 -0.1 0.0 0.0 0.46
H 3.064252 -1.158455 -3.516406 0.1 0.1 0.0 0.21
C 4.736034 -5.114834 -1.627783 0.2 0.0 0.0 -1.13
C 4.046925 -4.438322 -2.799492 0.0 0.0 0.0 -0.47
O 4.793076 -3.361032 -3.353421 0.0 0.1 0.0 -0.32
C 6.075449 -3.684367 -3.871859 -0.1 0.0 0.0 -0.38
C 6.037932 -4.700955 -4.998968 -0.1 -0.1 -0.1 -1.08
H 4.948995 -4.388991 -0.838100 -0.1 0.0 0.0 0.29
H 4.100834 -5.904169 -1.217274 0.0 0.1 0.0 0.40
H 5.685832 -5.567929 -1.919029 -0.1 -0.1 0.0 0.31
H 3.100372 -4.013390 -2.454932 0.1 0.2 -0.1 0.36
H 3.792241 -5.162844 -3.581106 0.1 -0.1 0.0 0.40
H 6.738461 -4.011936 -3.064904 0.0 -0.1 0.0 0.31
H 6.497993 -2.750279 -4.255358 -0.2 0.0 0.1 0.34
H 5.634368 -5.660726 -4.668827 0.1 0.0 0.0 0.26
H 7.044592 -4.877568 -5.386831 -0.1 0.0 0.0 0.38
H 5.404304 -4.344067 -5.815913 0.1 0.0 0.1 0.30
```
Forces are in eV/Å.

As for the LUMO energy: 0.0610 hartree. Its charge is -1. The HOMO-LUMO gap comes out at 6.1749 eV.



Record 2
Below is 2 unconnected molecules or ions with the total composition C8H19BI2O9P2S in a non-equilibrium geometry, with properties calculated with ωB97M-V/def2-TZVPD.

XYZ file:
```
42
Properties=species:S:1:pos:R:3:forces:R:3:mulliken_charge:R:1
C 2.359609 -0.946048 2.697077 0.8 0.0 -0.5 -0.59
C 3.145288 0.225793 1.798118 0.8 0.1 2.3 -0.39
O 2.264896 1.319268 1.368567 0.2 -2.3 0.3 -0.48
P 1.537738 1.023183 -0.193249 0.0 -1.2 3.8 0.08
B 2.956300 2.035830 -0.964673 3.6 3.7 -0.8 0.65
C 3.284336 2.231030 -2.568959 1.3 0.4 -0.8 -0.89
O 3.874125 2.774471 -0.026118 -2.8 -0.2 -2.3 -0.48
C -0.110867 1.588979 0.542699 -3.2 4.1 -0.6 -0.16
I -1.127601 0.206782 1.977582 1.0 1.0 -1.4 -0.03
C -0.844955 2.858188 0.329433 0.8 -4.1 1.7 0.23
C -2.301467 3.159167 1.094569 0.5 0.9 -0.7 -0.97
I -0.028165 4.392651 -0.964983 -0.5 -1.2 1.0 0.07
P 0.689127 0.419742 -2.106330 -4.1 1.0 -5.5 0.69
O 0.164879 1.589533 -3.022321 1.9 -3.8 3.0 -0.63
O -0.729320 -0.578501 -1.720244 3.6 -0.7 0.3 -0.44
O 1.752315 -0.667547 -3.021823 -2.1 0.3 2.8 -0.54
H 2.041623 -0.500982 3.744699 0.4 -0.9 -2.4 0.21
H 1.467573 -1.441277 2.110254 1.7 1.1 1.3 0.02
H 3.143965 -1.788504 2.912663 -1.4 1.5 -0.4 0.33
H 3.820741 -0.232850 0.948874 -1.5 0.8 1.3 0.26
H 3.913840 0.711521 2.572922 -1.6 -0.9 -1.9 0.30
H 1.863590 -0.398399 0.013586 -0.3 0.8 -0.5 0.04
H 4.267806 2.899488 -2.676013 -2.1 -1.5 0.5 0.24
H 2.446641 2.846905 -3.155677 1.5 -1.8 1.3 0.30
H 3.557162 1.213313 -3.127735 -1.0 2.2 1.0 0.29
H 3.410466 3.579019 0.349720 0.7 -1.6 -0.2 0.34
H -2.222083 3.065300 2.267668 0.0 -0.1 -2.5 0.33
H -3.151996 2.446908 0.658950 2.0 1.5 1.0 0.26
H -2.562877 4.288024 0.860914 0.4 -2.4 0.4 0.31
H -0.357844 -1.444164 -1.324359 -1.1 1.8 -0.7 0.31
H 1.647113 -1.576296 -2.610998 0.3 1.3 -0.8 0.33
C -4.517268 -3.451885 -0.592857 -0.6 0.5 0.1 -0.33
C -3.827578 -2.140444 -0.226563 0.1 0.0 -0.8 -0.17
O -3.178023 -2.395001 1.016844 -0.1 -1.2 0.4 -0.20
S -2.715473 -3.958450 1.062667 0.1 -0.1 0.2 1.09
O -1.322896 -4.028419 0.679307 -1.6 -0.1 0.6 -0.54
O -3.228712 -4.551432 2.275663 1.0 0.8 -1.5 -0.54
O -3.615191 -4.481859 -0.192103 0.9 0.4 0.6 -0.31
H -5.448744 -3.577520 -0.031506 0.1 0.0 -0.1 0.30
H -4.726229 -3.523385 -1.663603 0.2 -0.1 0.2 0.31
H -4.532904 -1.311546 -0.130571 0.2 -0.2 0.2 0.31
H -3.058940 -1.880586 -0.962090 -0.1 0.1 0.0 0.13
```
Forces are in eV/Å.

As for the LUMO energy: -0.0433 hartree. Its charge is 0. The HOMO-LUMO gap comes out at 7.7409 eV.



- Which of these has the highest charge?
  C8H19BI2O9P2S



- Among the records above, which one has the lowest charge?
  C21H43INNbO4PS